(1)
Computed, not measured: a molecular structure, H8N2O10Zn, with ωB97M-V with the def2-TZVPD basis set.

M: 261.46 g mol⁻¹
HOMO: -8.39 eV
energy: -71996.37537 eV
HOMO-LUMO gap: 7.00 eV
largest force on an atom: 3.250 eV Å⁻¹
relative energy (zero: lowest compared OMol25 entry of this formula, charge and spin): 40.74 kcal per mole

The geometry in XYZ format:
```
21
H8N2O10Zn (ωB97M-V with the def2-TZVPD basis set)
Zn -0.0014 0.4934 -0.0421
O 0.3173 -3.0187 -2.5000
O 0.0475 -1.0495 -1.6054
O -1.0675 -3.0401 0.9856
O 0.6771 1.9438 -1.3446
O -1.4151 -2.2010 2.9398
O 1.9891 -2.0073 -1.5606
O -1.9642 0.7805 -0.5781
O -0.1451 2.0723 1.2941
O 1.8574 0.0779 0.6424
O -0.6479 -0.9586 1.3572
N -1.0683 -2.0906 1.7692
N 0.7961 -2.0460 -1.9285
H -0.6920 2.8245 1.0326
H -0.2478 2.0091 2.2542
H 2.5162 0.7019 0.9642
H 1.0218 1.9420 -2.2465
H -2.4384 0.6452 -1.4075
H 0.9142 2.8071 -0.9860
H 2.2003 -0.7978 0.8719
H -2.6493 0.9117 0.0881
```

---

(2)
Computed, not measured: a single C12H15NOS molecule, with ωB97M-V with the def2-TZVPD basis set.

M: 221.33 g mol⁻¹
HOMO: -8.85 eV
energy: -27060.21044 eV
HOMO-LUMO gap: 9.52 eV
SMILES: C=CCNC(=O)c1scc2c1CCCC2
largest force on an atom: 0.821 eV Å⁻¹
relative energy (zero: lowest compared OMol25 entry of this formula, charge and spin): 9.34 kcal per mole

The geometry in XYZ format:
```
30
C12H15NOS (ωB97M-V with the def2-TZVPD basis set)
S -0.0237 2.2986 -0.1981
O -1.3444 -1.4236 -0.1299
N -2.3644 0.5111 -0.6949
C 1.6134 -1.3447 0.3937
C -1.2944 -0.2160 -0.2923
C 1.6655 2.3315 0.1243
C -5.3287 -0.1963 1.0197
C -3.6812 -0.0681 -0.8454
C -0.0581 0.5539 -0.0970
C 2.1718 1.0872 0.3076
C 3.5838 0.6685 0.5320
C -4.6497 0.5150 0.1410
C 3.8774 -0.4449 -0.4790
C 2.9540 -1.6612 -0.2982
C 1.1914 0.0662 0.1799
H 2.1721 3.2759 0.1590
H 1.7279 -1.4820 1.4739
H -3.5688 -1.1434 -0.6909
H 3.7014 0.2856 1.5494
H 4.9191 -0.7577 -0.3933
H -4.0386 0.1149 -1.8675
H -2.2860 1.5134 -0.7702
H 3.7404 -0.0285 -1.4797
H 3.4647 -2.4252 0.2903
H -6.0167 0.2576 1.7127
H 2.7529 -2.0920 -1.2799
H 4.2698 1.5059 0.3975
H -4.7582 1.5918 0.0981
H 0.8332 -2.0264 0.0598
H -5.2258 -1.2670 1.0775
```

---

(3)
Computed, not measured: a single C4H9OPS molecule, with ωB97M-V with the def2-TZVPD basis set.

M: 136.16 g mol⁻¹
HOMO: -8.61 eV
energy: -26462.92819 eV
HOMO-LUMO gap: 7.75 eV
SMILES: C1CCSOPC1
largest force on an atom: 4.604 eV Å⁻¹
relative energy (zero: lowest compared OMol25 entry of this formula, charge and spin): 81.29 kcal per mole

The geometry in XYZ format:
```
16
C4H9OPS (ωB97M-V with the def2-TZVPD basis set)
S 1.9213 -1.2449 0.7877
P 1.5937 1.5240 -0.6002
O 2.5897 0.5904 0.1385
C 0.4657 -1.5025 -0.2555
C -1.2101 0.4441 0.0978
C -0.1165 1.5201 0.3581
C -0.8603 -1.0361 0.3914
H -1.5933 -1.6785 -0.1108
H 1.0941 0.7964 -1.7755
H 0.3669 -0.8048 -1.1461
H -0.5836 2.4015 0.0468
H 0.2607 1.7228 1.3482
H -0.9997 -1.2535 1.3462
H -2.0072 0.6744 0.8032
H 0.6439 -2.5563 -0.5352
H -1.5655 0.4029 -0.8946
```

---

(4)
Computed, not measured: a single C2H3NO molecule, with ωB97M-V with the def2-TZVPD basis set.

M: 57.05 g mol⁻¹
HOMO: -11.33 eV
energy: -5658.57782 eV
HOMO-LUMO gap: 11.97 eV
largest force on an atom: 1.186 eV Å⁻¹
relative energy (zero: lowest compared OMol25 entry of this formula, charge and spin): 30.60 kcal per mole

The geometry in XYZ format:
```
7
C2H3NO (ωB97M-V with the def2-TZVPD basis set)
O 1.0833 0.1918 0.7696
N -0.3577 -0.1345 -1.0544
C -0.4408 -0.1438 -2.2275
C -0.2394 0.1671 0.3427
H -0.6357 1.1755 0.4755
H 1.4248 -0.7115 0.7684
H -0.8577 -0.5428 0.9081
```

---

(5)
Computed, not measured: 2 unconnected molecules or ions with the total composition C4H9N, with ωB97M-V with the def2-TZVPD basis set.

M: 71.12 g mol⁻¹
HOMO (spin up / spin down): 1.76 / -4.12 eV
total charge: -1
energy: -5780.41455 eV
HOMO-LUMO gap (spin up / spin down): 2.41 / 8.35 eV
largest force on an atom: 0.811 eV Å⁻¹
relative energy (zero: lowest compared OMol25 entry of this formula, charge and spin): 40.89 kcal per mole
multiplicity: 2

The geometry in XYZ format:
```
14
C4H9N (ωB97M-V with the def2-TZVPD basis set)
N 2.1513 -1.3356 -0.8353
C -1.9335 1.0064 1.5185
C -0.7191 1.6232 1.2862
C 0.7713 -1.2109 -0.6782
C -0.0242 -0.6047 -1.5606
H -0.2145 2.3643 1.8868
H 0.4187 -0.2191 -2.4739
H 2.6783 -1.6525 -0.0502
H -2.4824 1.1093 2.4490
H -0.2222 1.3974 0.3528
H 0.4259 -1.6732 0.2354
H -2.4115 0.4505 0.7232
H 2.6585 -0.6461 -1.3559
H -1.0964 -0.6090 -1.4980
```

---

(6)
Computed, not measured: a single C3H7N3O2 molecule, with ωB97M-V with the def2-TZVPD basis set.

M: 117.11 g mol⁻¹
HOMO: -10.26 eV
energy: -11787.02320 eV
HOMO-LUMO gap: 10.67 eV
SMILES: [H]/N=C(/N)OC(=O)CN
largest force on an atom: 6.989 eV Å⁻¹
relative energy (zero: lowest compared OMol25 entry of this formula, charge and spin): 98.93 kcal per mole

The geometry in XYZ format:
```
15
C3H7N3O2 (ωB97M-V with the def2-TZVPD basis set)
O -0.5815 -2.0055 0.0172
O -0.4695 0.1955 -0.2673
N -1.4970 1.9785 0.4979
N 2.2007 0.1731 -0.6067
N -2.2851 -0.0077 1.4398
C 1.3688 -1.0868 -0.8176
C -1.5153 0.6216 0.6290
C 0.0478 -0.9714 -0.2601
H -0.3643 2.0600 0.9835
H -2.3426 -1.0229 1.3206
H -2.0937 2.2715 1.1888
H 1.4936 1.0397 -0.7584
H 1.1582 -1.4415 -1.7554
H 2.8528 0.0111 -1.5445
H 2.0269 -1.8152 -0.0670
```

---

(7)
Computed, not measured: 2 unconnected molecules or ions with the total composition C6H4Si, with ωB97M-V with the def2-TZVPD basis set.

M: 104.18 g mol⁻¹
HOMO: -9.61 eV
energy: -14156.02754 eV
HOMO-LUMO gap: 8.75 eV
largest force on an atom: 4.568 eV Å⁻¹
relative energy (zero: lowest compared OMol25 entry of this formula, charge and spin): 34.73 kcal per mole

The geometry in XYZ format:
```
11
C6H4Si (ωB97M-V with the def2-TZVPD basis set)
Si 0.4703 -0.2481 0.8769
C -2.9168 0.9676 -0.3202
C 0.3241 -2.9438 -0.3097
C 0.6232 -1.8776 0.1189
C 1.6320 0.9313 0.1133
C -1.8895 0.6983 0.2416
C 2.0713 1.8865 -0.5209
H 0.7488 0.1233 2.1962
H 0.5426 -3.8389 -0.7824
H 2.2801 2.8346 -0.9176
H -3.8861 1.4668 -0.6960
```

---

(8)
Computed, not measured: 3 unconnected molecules or ions with the total composition C4H15NO2, with ωB97M-V with the def2-TZVPD basis set.

M: 109.17 g mol⁻¹
HOMO: -8.72 eV
energy: -9975.81601 eV
HOMO-LUMO gap: 9.41 eV
SMILES: CC(C)CN.O.O
largest force on an atom: 2.157 eV Å⁻¹
relative energy (zero: lowest compared OMol25 entry of this formula, charge and spin): 29.29 kcal per mole

The geometry in XYZ format:
```
22
C4H15NO2 (ωB97M-V with the def2-TZVPD basis set)
O -3.5775 -2.9952 1.0226
O -4.6874 -2.2074 -2.6397
N 1.5468 1.1576 -1.8566
C 0.6345 -0.1555 0.9776
C 2.2070 1.1623 -0.5719
C 1.2200 1.2463 0.5889
C 1.8771 1.9030 1.8184
H -4.2910 -3.5479 1.3647
H 2.0731 1.5218 -2.6230
H 0.9467 -0.8561 0.1837
H -4.2200 -2.0843 -3.4644
H 2.8706 2.0245 -0.5449
H 2.9336 1.6323 1.8410
H 0.3191 1.8127 0.3400
H -0.4473 -0.1836 1.0117
H 2.7833 0.2412 -0.3935
H 0.8616 0.4386 -2.0045
H 1.3977 1.5674 2.7370
H -4.5070 -1.5049 -2.0098
H 1.1808 -0.5432 1.8416
H 1.8617 2.9975 1.7940
H -2.9833 -3.6270 0.5872
```

---

(9)
Computed, not measured: 2 unconnected molecules or ions with the total composition C24H40F13O6PS, with ωB97M-V with the def2-TZVPD basis set.

M: 734.59 g mol⁻¹
HOMO: -9.40 eV
energy: -93257.36240 eV
HOMO-LUMO gap: 6.61 eV
SMILES: CCCCCCCP(O)(CCC)(CCCC(=O)O)CCC(F)(F)C(F)(F)C(F)(F)C(F)(F)S(F)(F)(F)(F)F.C[C@@H]1COC(=O)O1
largest force on an atom: 8.853 eV Å⁻¹

The geometry in XYZ format:
```
85
C24H40F13O6PS (ωB97M-V with the def2-TZVPD basis set)
S -2.6262 7.1526 0.9298
P 1.6445 0.5038 1.8578
F -2.2677 5.0276 2.5667
F -1.0257 5.0536 0.3991
F -3.8545 4.7388 -0.9996
F -4.3150 7.0432 0.7410
F -3.2341 2.2639 2.7537
F -1.9512 2.6346 -0.9757
F -2.7900 8.8631 0.8883
F -2.2961 7.2054 -0.7493
F -2.6222 0.5220 1.2630
F -4.1445 2.0302 -0.2901
F -2.8278 7.2421 2.6484
F -4.7312 4.1872 1.1450
F -0.9099 7.3626 1.1889
O 3.3591 0.1531 -3.1792
O 4.7979 -1.7678 -2.8611
O -2.0076 -3.1855 -6.1980
O -3.1637 -5.0327 -5.4940
O -1.5292 -4.0972 -4.1924
O 2.9254 -0.4627 2.6128
C -0.2417 -5.1096 -1.3138
C 0.2113 1.3989 0.9682
C -2.9056 2.7594 0.1820
C -2.4327 1.9987 1.5372
C 0.4455 -0.9547 2.3384
C -1.1535 -2.2844 -5.5115
C 4.1710 0.0115 0.3164
C 0.8509 3.1067 5.2301
C -0.8579 2.1560 1.9558
C -0.1702 -1.6435 -6.4688
C 4.9183 0.4047 -1.1275
C -1.8295 -4.9038 -1.6658
C 2.5962 0.4709 0.1586
C 2.0448 1.9851 2.9996
C 0.0934 -5.3689 0.2698
C -2.3117 -4.1810 -5.3106
C 0.4377 -2.1611 1.2006
C -0.9934 -2.9561 1.0804
C -3.4314 4.3317 0.3943
C 4.3228 -0.4192 -2.4135
C -0.5022 -3.1702 -4.4929
C 1.5563 1.7620 4.5797
C -2.3467 5.3190 1.0859
C -0.8765 -4.5754 1.3267
H -0.2232 3.3339 4.7622
H 0.3854 -2.4020 -7.0313
H 0.1048 -6.0945 -1.8917
H 4.3143 -1.1458 0.4416
H 1.7160 3.0387 2.5702
H -0.2003 -2.6219 -3.5964
H -0.4630 -4.8351 2.4161
H 6.1007 0.2780 -1.0309
H -0.0659 -6.5371 0.4554
H 4.7677 0.6446 1.1339
H 0.7352 -1.7948 0.1234
H -0.4841 3.2508 2.1216
H -2.1360 -5.4630 -2.6668
H -0.7500 1.6190 3.0176
H 2.0818 -0.2435 -0.6231
H 5.2645 -2.1381 -2.0427
H 2.6275 1.5503 -0.3501
H 0.8067 -1.4836 3.3458
H 2.7621 -0.5535 3.5970
H 0.6511 2.8618 6.3795
H -1.7770 -2.5484 1.8554
H 1.2440 -5.1772 0.4360
H 3.2358 2.0392 3.0635
H 0.5426 -1.0050 -5.9383
H -0.2812 0.6087 0.2322
H -1.4378 -2.6982 0.0038
H -0.6460 -0.5518 2.5892
H -1.7785 -1.5168 -5.0386
H 4.6979 1.5522 -1.2981
H 0.6514 2.2461 0.2511
H 0.3599 -3.7229 -4.8814
H -0.7014 -1.0352 -7.2092
H 1.6072 3.9904 5.1007
H -2.5729 -5.1907 -0.8084
H 1.2302 -2.9636 1.5841
H 0.4474 -4.2272 -1.7181
H -1.9788 -3.7346 -1.8515
H 2.4073 1.3573 5.2737
H -1.9760 -5.0385 1.3109
H 0.7047 0.9376 4.5368
```

---

(10)
Computed, not measured: 10 unconnected molecules or ions with the total composition C4H28N8O10, with ωB97M-V with the def2-TZVPD basis set.

M: 348.31 g mol⁻¹
HOMO: -9.28 eV
energy: -37002.28583 eV
HOMO-LUMO gap: 9.64 eV
SMILES: NC(N)=O.NC(N)=O.NC(N)=O.NC(N)=O.O.O.O.O.O.O
largest force on an atom: 4.864 eV Å⁻¹
relative energy (zero: lowest compared OMol25 entry of this formula, charge and spin): 21.04 kcal per mole

The geometry in XYZ format:
```
50
C4H28N8O10 (ωB97M-V with the def2-TZVPD basis set)
O -7.9601 -0.5607 18.8678
O -7.8592 -3.2792 16.2437
O -10.4899 1.1644 15.2479
O -7.9487 -0.3029 15.7225
O -4.7365 3.1899 15.8099
O -4.9407 -1.4646 11.7973
O -5.4025 -1.8958 17.1894
O -9.0884 0.2851 13.0874
O -10.0085 -2.7061 18.2813
O -8.1217 -4.1401 13.1615
N -6.2536 1.8048 14.5213
N -8.6739 -2.6820 11.4579
N -5.3580 1.0449 16.6330
N -12.1157 1.1895 16.9671
N -8.7554 1.2978 19.9383
N -10.7703 -0.5522 16.7671
N -8.5022 1.3262 17.7068
N -6.9237 -4.1038 11.2268
C -7.9059 -3.6787 12.0519
C -11.0188 0.6917 16.2189
C -8.4701 0.5864 18.8212
C -5.4452 2.1832 15.6940
H -9.6028 0.5453 13.8994
H -7.7055 -0.7637 16.5067
H -8.3201 -3.6754 15.4943
H -8.5564 -2.3624 10.5203
H -8.8697 2.2338 17.7444
H -7.0017 1.1089 14.5858
H -7.9088 -1.0662 15.0805
H -9.3053 2.1431 19.8549
H -5.7951 -1.7621 18.0346
H -12.5092 0.7794 17.7725
H -7.0027 -3.6819 16.2735
H -9.7904 -3.6361 18.3829
H -9.2062 -2.1179 12.0774
H -6.5122 2.6759 13.9977
H -8.1824 1.0360 16.7802
H -5.4180 0.1166 16.2252
H -11.3181 -0.8326 17.5397
H -12.5302 2.0559 16.6697
H -6.3074 -4.7228 11.6752
H -5.6480 -1.0067 12.2547
H -4.7946 1.0424 17.4735
H -8.9818 0.7286 20.7639
H -9.1908 -2.2222 18.4584
H -6.4491 -3.3352 10.7977
H -4.6979 -0.8712 11.0880
H -9.2359 0.8462 12.3429
H -9.8902 -0.9907 16.5904
H -4.4422 -1.9697 17.3127
```

---

(11)
Computed, not measured: a single C15H17N molecule, with ωB97M-V with the def2-TZVPD basis set.

M: 211.31 g mol⁻¹
HOMO: -8.33 eV
energy: -17318.63534 eV
HOMO-LUMO gap: 9.16 eV
SMILES: NC(Cc1ccccc1)Cc1ccccc1
largest force on an atom: 4.968 eV Å⁻¹
relative energy (zero: lowest compared OMol25 entry of this formula, charge and spin): 18.66 kcal per mole

The geometry in XYZ format:
```
33
C15H17N (ωB97M-V with the def2-TZVPD basis set)
N -2.8600 -0.4767 1.0898
C -0.5938 1.5285 -0.3519
C 1.8718 1.9669 -0.8250
C 0.5454 1.6352 -1.1733
C -2.0528 1.0856 -0.7853
C 1.5964 -1.9142 1.2762
C 0.2208 -1.9460 0.9017
C -0.0952 -1.4475 -0.3935
C 2.6132 -1.6805 0.3124
C 1.9553 2.1417 0.5613
C -1.5663 -1.5523 -0.6806
C 0.8504 2.0832 1.3837
C -2.5437 -0.3029 -0.3142
C -0.4157 1.7198 0.9730
C 2.2481 -1.2698 -0.8931
C 0.9169 -1.2433 -1.3342
H -0.5386 -1.9355 1.7656
H -2.7826 1.9512 -0.5573
H 3.7262 -1.6837 0.7087
H -1.9430 0.9983 -1.8943
H 2.7982 1.9170 -1.4720
H 1.0235 2.1010 2.4880
H -1.9721 -0.3912 1.6707
H 0.1752 1.5286 -2.2003
H 1.8855 -2.0792 2.2504
H 3.1074 -0.9793 -1.4533
H -3.3871 -0.5889 -0.9076
H 2.8845 2.2826 1.0450
H -3.3457 0.3702 1.5074
H -1.1975 1.5226 1.6962
H -1.7812 -1.6554 -1.7529
H -1.9889 -2.5018 -0.2230
H 0.6457 -1.1841 -2.4183
```

---

(12)
Computed, not measured: a single C4H9NOS molecule, with ωB97M-V with the def2-TZVPD basis set.

M: 119.19 g mol⁻¹
HOMO: -8.78 eV
energy: -18665.66637 eV
HOMO-LUMO gap: 9.62 eV
SMILES: CN[C@@H](C=O)CS
largest force on an atom: 1.286 eV Å⁻¹
relative energy (zero: lowest compared OMol25 entry of this formula, charge and spin): 42.89 kcal per mole

The geometry in XYZ format:
```
16
C4H9NOS (ωB97M-V with the def2-TZVPD basis set)
S -0.2283 0.7524 2.7339
O -2.4988 0.9363 -0.0609
N 0.3599 -0.2459 -1.1572
C -0.1259 0.5488 -0.0691
C -1.4287 1.1633 -0.5517
C 1.4860 -1.1382 -1.0315
C -0.2906 -0.2331 1.2377
H 1.2427 -2.1157 -0.6059
H 0.5735 -0.8987 1.3106
H 1.8878 -1.3961 -2.0160
H -1.2846 1.9313 -1.3361
H -0.1293 -0.4069 -2.0162
H -1.3728 1.4393 2.6158
H 2.3197 -0.7228 -0.4704
H -1.1386 -0.9224 1.2347
H 0.6281 1.3084 0.1823
```